The following is a quantum chemistry calculation of the molecule C29H22F3N5O3, from the OMol25 dataset.

XYZ file:
```
62
Properties=species:S:1:pos:R:3:forces:R:3
C -1.20399 -2.21555 -3.17574 0.08 0.05 0.07
C -0.43844 -0.96077 -2.95748 -0.24 0.25 0.15
C -0.69090 0.06335 -2.09115 -0.17 -0.34 -0.10
N 0.32877 0.97346 -2.24632 -0.04 -0.44 -0.35
C 1.13915 0.45409 -3.21056 0.10 0.10 -0.09
N 0.70680 -0.68723 -3.65666 0.22 -0.18 -0.35
H 2.00601 0.95995 -3.58661 0.17 0.24 0.00
C 0.56109 2.10895 -1.47396 0.26 0.86 0.41
C -0.49475 2.81541 -0.90457 0.14 0.00 -0.06
C -0.24144 3.88679 -0.05887 0.25 0.06 -0.27
C 1.06314 4.30218 0.17581 -0.02 -0.15 -0.02
C 2.10795 3.60726 -0.41342 -0.05 0.00 0.03
C 1.87040 2.51524 -1.23027 -0.23 0.08 0.03
H 2.70158 1.96922 -1.64727 0.06 -0.09 0.00
C 3.52822 4.04368 -0.18528 0.39 0.17 -0.07
F 3.69262 4.73094 0.95113 -0.23 0.06 0.17
F 4.38405 3.00918 -0.13573 -0.08 -0.27 -0.02
F 3.97268 4.84039 -1.17782 -0.15 0.05 -0.14
H 1.25648 5.14707 0.81773 0.02 0.08 0.04
C -1.34528 4.70620 0.53733 0.03 0.05 -0.13
O -1.54174 5.84212 0.15475 0.12 0.09 -0.07
N -2.12052 4.19183 1.53101 -0.49 0.40 0.28
C -2.20375 2.96896 2.20126 -0.09 -0.62 0.33
C -3.23666 2.82488 3.12742 0.10 0.13 -0.13
C -3.40594 1.63352 3.80594 0.18 -0.03 -0.15
C -2.59003 0.53752 3.57224 0.08 0.01 -0.02
C -1.55480 0.68539 2.63770 -0.30 0.62 0.01
C -1.34361 1.89961 1.99254 0.14 0.05 -0.10
H -0.50817 1.97522 1.32356 -0.01 -0.05 0.05
N -0.77646 -0.42324 2.32032 -0.11 -0.57 0.43
C 0.16091 -0.58791 1.36218 -0.17 0.27 0.24
O 0.68620 0.29098 0.70132 -0.02 -0.15 0.14
C 0.42296 -2.09352 1.17775 -0.02 -0.22 0.07
O -0.11053 -2.86509 1.96841 0.23 0.10 -0.32
C 1.17041 -2.49697 0.02455 0.22 -0.09 -0.22
C 1.92218 -1.71050 -0.83379 -0.08 0.08 0.27
N 2.38786 -2.45352 -1.85176 0.25 0.19 -0.03
C 1.94968 -3.74895 -1.72082 -0.33 -0.60 0.39
C 2.15143 -4.85226 -2.53648 0.02 0.03 -0.06
C 1.58224 -6.04541 -2.13877 0.07 0.02 -0.12
C 0.83355 -6.13665 -0.96413 -0.10 -0.07 0.10
C 0.62771 -5.04030 -0.15222 -0.02 -0.10 -0.02
C 1.19347 -3.82818 -0.53209 0.20 0.15 -0.23
H 0.05047 -5.10814 0.75572 -0.04 -0.02 0.07
H 0.40822 -7.09023 -0.68904 -0.04 -0.08 0.03
H 1.71676 -6.92682 -2.74750 0.02 -0.06 -0.06
H 2.72541 -4.77619 -3.44726 0.06 -0.02 -0.11
H 2.89424 -2.09587 -2.64617 -0.14 0.04 0.09
H 2.15927 -0.67004 -0.73537 -0.02 0.16 -0.10
H -1.02643 -1.30819 2.76411 0.12 0.21 -0.21
C -2.81553 -0.75806 4.29216 0.04 0.06 -0.07
H -1.92538 -1.05805 4.84487 0.03 -0.11 0.07
H -3.06933 -1.55661 3.59406 -0.02 -0.14 0.01
H -3.63501 -0.65582 4.99849 -0.02 -0.05 0.04
H -4.20649 1.54883 4.52574 -0.08 -0.03 0.07
H -3.90872 3.64918 3.31602 -0.08 0.11 0.02
H -2.81406 4.86699 1.83994 0.19 -0.06 -0.18
H -1.51310 2.51700 -1.10255 -0.10 -0.06 -0.02
H -1.46756 0.19194 -1.36723 -0.15 0.07 0.19
H -0.66923 -3.06378 -2.74859 -0.01 -0.10 0.03
H -1.32219 -2.39692 -4.24145 -0.07 -0.03 -0.06
H -2.18188 -2.14658 -2.70712 -0.10 -0.08 0.01
```
Forces are in eV/Å.

## Properties
**SMILES string**: Cc1cn(-c2cc(C(=O)Nc3ccc(C)c(NC(=O)C(=O)c4c[nH]c5ccccc45)c3)cc(C(F)(F)F)c2)cn1
**F_max**: 0.019 hartree/bohr
**Total charge**: 0
**Kohn-Sham gap**: 0.297 hartree
**E_tot**: -1917.52152 Ha